# 1
This record from OMol25 describes C20H38ClN6O5PtS as an isolated structure. The level of theory is wB97M-V/def2-TZVPD.

The geometry in XYZ format:
```
72
Properties=species:S:1:pos:R:3:forces:R:3:lowdin_charge:R:1
Pt -0.289490 -0.286054 -0.001151 -0.2 -0.2 0.0 1.162
Cl -2.865744 1.192273 -0.580142 0.0 -0.1 0.0 0.698
S -0.895879 1.145678 2.734615 0.2 0.0 0.0 1.015
O -2.272937 0.178346 0.412780 0.1 -0.1 -0.1 -0.554
O -2.860094 0.591925 -1.873652 0.0 0.0 -0.1 -0.296
O -4.177372 1.429201 -0.097976 0.0 0.0 0.0 -0.264
O -2.047609 2.357278 -0.540082 0.1 0.1 -0.1 -0.307
O 0.154964 0.959487 1.612177 -0.1 0.3 -0.3 -0.698
N 2.941567 1.198739 -0.075644 -0.3 0.1 0.2 -0.124
N 1.597015 -0.613805 -0.673925 -0.1 -0.2 0.1 -0.040
N -0.697153 -1.711724 -1.379549 0.1 0.4 -0.1 -0.052
N -2.153092 -2.079084 -3.179003 0.0 0.0 0.0 -0.129
N -2.884084 -2.388629 -1.003871 0.0 0.1 0.1 -0.116
N 2.839246 0.569235 -2.284802 -0.1 0.1 0.0 -0.137
C -1.648746 2.759065 2.454352 0.0 0.0 0.1 -0.362
C 2.871967 -3.588980 -2.516793 0.0 0.0 0.0 -0.077
C 2.865001 -2.436095 -1.746684 0.0 0.0 0.0 -0.025
C -0.662177 3.861415 2.107518 0.0 0.0 0.0 -0.105
C 1.665842 -1.806372 -1.449627 0.0 0.1 -0.1 -0.253
C -1.918005 -2.033617 -1.858977 0.0 -0.3 0.2 -0.399
C -2.570460 -2.890916 0.328625 0.0 0.0 0.0 -0.028
C 1.670170 -4.122219 -2.961517 0.0 0.0 0.0 -0.074
C 0.454332 -2.344623 -1.880119 0.0 -0.1 0.0 -0.236
C 4.205866 0.935117 -2.617557 0.0 0.0 0.0 -0.032
C 3.080708 0.797079 1.315989 0.1 -0.1 0.0 -0.032
C -3.047567 -3.043613 -3.798313 0.0 0.0 0.0 -0.031
C 2.427753 0.380304 -1.010353 0.3 0.0 0.1 -0.378
C -0.573195 1.628431 5.424341 0.0 0.0 0.0 -0.114
C 3.155132 2.616354 -0.328458 0.0 0.0 0.0 -0.022
C 1.971121 0.286374 -3.412285 0.0 -0.1 0.0 -0.017
C -4.295984 -2.087863 -1.212517 0.0 0.0 0.0 -0.023
C 0.466049 -3.518159 -2.633369 0.0 0.1 0.0 -0.017
C -1.418412 -1.225264 -4.095024 0.0 0.0 0.0 -0.024
C 0.193204 1.522623 4.113441 -0.1 0.0 0.0 -0.383
H 3.806505 -4.081612 -2.747154 0.0 0.0 0.0 0.107
H 0.154421 3.469756 1.499472 0.0 0.0 0.0 0.062
H 1.665766 -5.033910 -3.543800 0.0 0.0 0.0 0.109
H -0.590904 -1.761193 -4.568200 0.0 0.0 0.0 0.096
H 2.892119 2.864422 -1.351870 0.0 0.0 0.0 0.094
H -2.225201 2.959413 3.359995 0.0 0.0 0.0 0.096
H 2.520200 3.197379 0.344106 0.0 0.0 0.0 0.092
H 4.626597 0.169611 -3.274279 0.0 0.0 0.0 0.100
H -4.475576 -1.731588 -2.219573 0.0 0.0 0.0 0.085
H -1.170113 4.623846 1.519547 0.0 0.0 0.0 0.090
H -2.104314 -0.874959 -4.866286 0.0 0.0 0.0 0.105
H 3.073915 -0.287858 1.385143 0.0 0.0 0.0 0.099
H 2.272991 1.191254 1.926790 0.1 0.0 0.0 0.053
H 2.088055 1.083959 -4.147536 0.0 0.0 0.0 0.104
H -0.248722 4.339595 2.994223 0.0 0.0 0.0 0.078
H -3.896136 -2.551950 -4.277096 0.0 0.0 0.0 0.100
H 2.208293 -0.671412 -3.883150 0.0 0.0 0.0 0.101
H -2.359210 2.586159 1.650397 0.0 0.0 0.1 0.050
H -1.360516 2.380899 5.381474 0.0 0.0 0.0 0.071
H -3.208774 -3.753010 0.526058 0.0 0.0 0.0 0.098
H -1.023306 0.675362 5.698442 0.0 0.0 0.0 0.082
H 0.111623 1.920421 6.218947 0.0 0.0 0.0 0.086
H -3.412651 -3.749844 -3.058127 0.0 0.0 0.0 0.096
H -1.529259 -3.194312 0.375099 0.0 0.0 0.0 0.090
H 4.034760 1.179067 1.683413 0.0 0.0 0.0 0.099
H 4.248136 1.895206 -3.136069 0.0 0.0 0.0 0.097
H 0.894051 0.687463 4.121922 0.0 0.0 0.0 0.096
H -1.046415 -0.362688 -3.551440 0.0 0.0 0.0 0.072
H 4.195519 2.891685 -0.146704 0.0 0.0 0.0 0.099
H -4.894717 -2.979600 -1.024007 0.0 0.0 -0.1 0.102
H 3.791701 -2.022308 -1.365976 0.0 0.0 0.0 0.122
H -2.759718 -2.128318 1.084416 0.0 0.0 0.0 0.082
H 0.746492 2.428768 3.869082 0.0 0.0 0.0 0.089
H 0.938965 0.273184 -3.073966 0.0 0.0 0.0 0.075
H 4.809879 0.991360 -1.716442 0.0 0.0 0.0 0.095
H -0.464607 -3.974570 -2.945253 0.0 0.0 0.0 0.111
H -2.492327 -3.592036 -4.563120 0.0 0.0 0.0 0.100
H -4.600262 -1.304947 -0.515823 0.0 0.0 0.0 0.092
```
Forces are in eV/Å.

Summary:
molecular weight: 705.159 g mol⁻¹
HOMO energy: -10.27 eV
electronic energy: -67126.837 eV
relative energy (zero: lowest compared OMol25 entry of this formula, charge and spin): 0.0 kJ/mol
spin multiplicity: 1
maximum force: 0.42 eV/A
net charge: +1
LUMO energy: -2.19 eV

=====

# 2
This record from OMol25 describes a 2-piece molecular cluster, C20H38N2O4P overall. The level of theory is wB97M-V/def2-TZVPD.

The geometry in XYZ format:
```
65
Properties=species:S:1:pos:R:3:forces:R:3:lowdin_charge:R:1
P -1.111585 -1.608856 0.623167 -0.3 0.0 -0.4 0.516
O -0.211403 -1.961461 2.090653 1.2 -2.1 0.1 -0.437
O 4.474626 0.330776 0.313187 0.3 -0.1 0.0 0.021
O -4.537900 1.846581 -1.149975 0.0 -0.9 2.4 0.027
O -5.446817 3.224489 0.427720 3.1 -3.7 -1.0 -0.004
N 5.711533 -1.209490 1.410998 -0.1 -0.8 0.1 0.155
N 6.482596 0.928162 1.165856 0.5 0.8 0.0 0.146
C 5.488971 0.035971 0.922857 -0.6 0.0 -0.3 -0.686
C 0.393604 3.873103 -0.346860 1.8 -2.1 -3.9 -0.038
C -2.479881 1.013311 1.101756 -1.6 0.3 1.1 -0.215
C 0.102319 -0.187097 0.100101 1.5 0.1 -0.1 -0.279
C 0.854654 0.524862 1.318802 0.7 -0.2 0.2 -0.220
C 0.390660 -3.273696 2.052626 1.1 0.5 1.3 -0.352
C 1.498494 2.661146 -3.090979 -1.6 1.4 4.2 -0.079
C -4.026937 1.428904 1.452897 0.3 0.6 -1.2 -0.097
C -2.152870 -1.467075 -0.979935 -1.7 -1.5 -1.6 -0.456
C -3.709192 -1.931989 -0.773447 0.4 1.2 0.0 -0.158
C 1.296335 2.614689 -0.369043 -0.5 0.7 -2.2 -0.175
C 1.921767 -3.222514 1.489950 -1.1 0.0 -0.9 -0.124
C 0.040730 4.520693 -1.717040 1.9 -2.9 0.3 -0.090
C -4.695443 2.223898 0.211092 -2.6 2.8 0.9 -0.390
C 1.856499 2.002479 -1.708092 -2.2 3.1 -0.9 -0.021
C -1.586382 -2.479691 -2.135084 -0.7 1.8 -0.4 -0.267
C 0.565595 3.918038 -3.065178 0.8 -1.2 2.8 -0.106
C -0.429583 -1.723878 -2.962179 0.4 0.1 -0.7 -0.148
C 1.664594 1.868261 0.980159 0.9 0.9 -0.2 -0.193
C -2.230864 -0.464242 1.643263 -0.4 0.9 1.4 -0.300
H 0.482597 -3.626956 3.150397 -0.3 0.4 -1.5 0.103
H 2.808067 1.638827 0.939594 -2.1 0.3 -0.1 0.085
H 1.652596 -0.227055 1.692231 -1.4 1.2 -0.5 0.095
H -3.225256 -1.030522 1.828408 1.5 1.0 -0.5 0.072
H 2.296031 -4.296457 1.313751 -0.3 1.6 0.5 0.063
H -0.590368 -1.853351 -4.103456 0.3 0.0 1.8 0.062
H -3.793135 -2.964962 -0.281220 0.1 1.5 -0.9 0.069
H -4.087852 2.107917 2.383823 -0.1 -1.0 -1.7 0.121
H 6.353058 1.864546 0.818548 0.0 -0.2 0.1 0.107
H -0.271184 -2.561124 -0.064162 0.2 -0.1 -0.2 -0.010
H -4.309950 0.880755 -1.222421 0.1 1.1 0.3 0.095
H 0.934611 -0.739513 -0.494955 -1.3 0.9 0.8 0.077
H 0.198135 0.741573 2.235280 0.7 -0.4 -1.5 0.092
H -1.992711 -2.729198 0.999321 0.0 -0.2 0.0 0.015
H 1.871292 -2.711128 0.457688 0.2 -0.7 1.6 0.056
H 0.023990 4.233647 0.669157 0.5 -0.4 -1.8 0.090
H 1.889461 2.207789 -4.062857 -0.7 0.8 1.6 0.074
H -4.275149 -1.164898 -0.112355 0.8 -1.3 -0.9 0.048
H 2.518023 1.058391 -1.714191 -1.2 1.8 0.3 0.097
H 7.324142 0.705719 1.665190 -0.1 0.0 0.0 0.089
H -4.200258 -1.882265 -1.805507 0.4 -0.4 1.4 0.058
H 2.606209 -2.604458 2.170619 -1.0 -1.0 -0.8 0.058
H 0.633048 -2.078355 -2.722067 -1.5 0.4 -0.2 0.062
H 4.994887 -1.900239 1.250302 0.1 0.1 0.1 0.099
H -1.756048 -0.369322 2.696511 -0.8 -0.2 -1.7 0.085
H -0.245274 -4.060406 1.516492 0.8 1.2 0.4 0.090
H -2.180074 -0.437587 -1.470921 0.0 -1.1 0.6 0.082
H -0.422001 -0.578545 -2.799187 -0.2 -1.9 0.0 0.063
H -0.644546 5.429213 -1.700120 1.1 -1.4 -0.3 0.071
H 1.542139 2.626509 1.845852 0.1 -1.1 -1.3 0.102
H -2.371277 1.178623 -0.017256 0.2 -0.4 1.5 0.083
H -2.472647 -2.603734 -2.873452 1.4 -0.1 1.1 0.088
H 6.538174 -1.473158 1.915059 -0.1 0.1 0.0 0.091
H -4.697021 0.524170 1.639470 1.0 1.1 -0.3 0.105
H -1.830358 1.774401 1.679058 -0.8 -1.2 -1.2 0.108
H -0.383204 0.514916 -0.657530 0.7 -0.6 1.3 0.058
H -1.288256 -3.498912 -1.720311 -0.3 1.4 -0.5 0.096
H 0.245989 4.419771 -4.052056 0.6 -0.9 1.8 0.072
```
Forces are in eV/Å.

Summary:
molecular weight: 401.508 g mol⁻¹
HOMO energy: -3.84 eV
electronic energy: -41809.014 eV
spin multiplicity: 1
maximum force: 4.88 eV/A
net charge: -1
LUMO energy: 2.28 eV

=====

# 3
This record from OMol25 describes the molecule C20H38N4O7. The level of theory is wB97M-V/def2-TZVPD.

The geometry in XYZ format:
```
69
Properties=species:S:1:pos:R:3:forces:R:3:lowdin_charge:R:1
O -1.121761 3.891863 -1.207598 0.2 0.2 -0.1 -0.153
O 2.545697 -0.804052 -1.428786 0.1 0.1 0.2 -0.178
O 0.913897 -1.317241 2.684589 0.0 -0.1 0.2 -0.140
O -2.839284 1.479283 0.145271 0.0 -0.2 0.1 -0.179
O 1.635475 -3.292487 -0.400801 0.1 0.0 0.1 -0.164
O -2.720431 -3.236587 -0.714878 0.0 -0.4 -0.2 0.053
O 1.447529 2.348294 1.974129 -0.2 0.2 0.3 0.032
N -3.484742 -1.278370 0.119998 -0.1 0.0 0.0 -0.086
N 1.754601 2.743437 -0.219133 0.0 0.1 -0.1 -0.079
N 2.762267 0.883488 0.861137 0.0 0.0 0.1 -0.027
N -1.342147 -2.106186 0.682261 0.0 -0.1 0.1 -0.035
C 0.256435 -3.519705 -0.640231 -0.2 -0.1 0.0 -0.165
C -4.671456 -1.418817 -0.697817 0.1 0.0 -0.2 -0.035
C -3.889064 1.012273 0.961153 -0.1 -0.2 0.1 -0.189
C 2.421272 -1.919435 -2.278259 -0.2 -0.4 0.1 -0.176
C -3.657489 -0.466623 1.300793 0.1 0.4 0.0 -0.128
C 2.873406 0.106523 2.087333 -0.4 -0.3 0.2 -0.098
C -2.523100 -2.253348 -0.017635 0.0 0.1 0.1 -0.481
C -1.995475 2.866720 -1.598657 -0.3 -0.1 0.1 -0.187
C -3.161336 2.609085 -0.634551 0.1 0.1 -0.3 -0.180
C 2.455142 -3.272310 -1.538732 0.1 0.3 -0.1 -0.189
C 1.958448 2.001622 0.916603 0.2 0.1 0.0 -0.484
C -0.509760 -3.297652 0.675375 0.1 -0.3 -0.2 -0.102
C -0.123263 -0.504239 2.172866 -0.2 0.2 -0.2 -0.163
C 2.162024 -1.259296 2.025373 0.3 0.1 0.0 -0.178
C 1.002374 3.968281 -0.011871 -0.3 0.0 0.3 -0.124
C 3.809745 -0.632474 -0.822938 0.0 0.2 0.1 -0.180
C -0.612550 -0.847797 0.755039 0.1 0.1 0.5 -0.105
C 1.692186 2.221885 -1.570115 0.1 -0.1 -0.2 -0.031
C -0.517603 3.749663 0.074390 0.3 0.1 0.1 -0.166
C 3.843970 0.713040 -0.079901 0.0 -0.2 -0.4 -0.123
H 1.453972 -1.784291 -2.768763 0.1 -0.1 0.0 0.125
H 2.761213 -2.003464 2.556762 0.0 0.0 -0.1 0.132
H 3.832564 1.531385 -0.794620 0.1 0.0 0.0 0.110
H 0.174565 0.550654 2.189572 0.0 -0.1 0.0 0.104
H -4.845597 1.125589 0.432060 0.0 0.0 0.0 0.115
H -0.129183 -2.839478 -1.408371 0.0 0.0 0.0 0.124
H -5.549616 -1.624875 -0.079005 0.0 0.0 0.0 0.095
H -0.720598 2.762253 0.495302 0.0 0.0 0.0 0.118
H -2.374449 3.187075 -2.571915 0.0 -0.1 0.1 0.128
H -3.331070 3.490374 -0.000370 0.0 0.0 -0.1 0.136
H 2.440922 0.695236 2.900372 0.2 -0.1 -0.1 0.128
H -2.787394 -0.570167 1.942175 -0.1 0.0 0.0 0.101
H 3.211311 -1.915539 -3.044144 -0.1 0.0 0.0 0.128
H -4.540984 -0.814901 1.858228 0.1 0.0 0.0 0.132
H -0.947441 4.506516 0.740971 0.0 -0.1 0.0 0.129
H 3.934537 -0.050705 2.303064 0.0 0.0 0.0 0.125
H 0.253859 -0.894970 0.084947 0.0 0.1 -0.1 0.120
H 2.176801 -4.065244 -2.246643 0.1 0.0 0.0 0.130
H -1.163711 -4.149398 0.862395 0.1 0.0 0.0 0.126
H 2.057655 -1.579062 0.986024 0.1 0.0 0.1 0.084
H 4.013731 -1.448038 -0.118584 0.0 0.0 0.0 0.121
H -4.082081 2.413876 -1.204671 0.1 0.0 0.1 0.125
H -4.844443 -0.508739 -1.275044 -0.1 0.0 0.0 0.084
H 1.216358 4.647879 -0.838906 0.0 0.0 0.0 0.131
H 4.597537 -0.633019 -1.592749 0.0 0.0 0.1 0.133
H 4.802273 0.753941 0.459738 -0.1 0.0 -0.1 0.131
H 1.346388 4.410659 0.923574 -0.1 0.1 -0.2 0.122
H 2.501302 2.634183 -2.183126 0.0 -0.1 -0.1 0.096
H 0.115665 -4.546774 -1.001907 0.0 0.1 0.0 0.130
H -1.463598 1.909941 -1.716363 0.0 0.1 -0.1 0.125
H 1.747129 1.137063 -1.570824 0.0 0.1 -0.1 0.075
H -3.944055 1.596514 1.891617 -0.1 -0.1 -0.1 0.133
H 0.209329 -3.210013 1.489722 0.0 0.0 0.0 0.124
H -1.256276 -0.040847 0.406563 0.1 0.0 0.0 0.106
H -4.516699 -2.252161 -1.379462 -0.1 0.1 0.0 0.086
H 0.749704 2.525499 -2.024488 0.0 0.0 0.0 0.080
H -0.931634 -0.644119 2.895934 0.0 0.1 -0.1 0.125
H 3.466985 -3.471688 -1.173454 -0.1 0.0 -0.1 0.123
```
Forces are in eV/Å.

Summary:
molecular weight: 446.545 g mol⁻¹
HOMO energy: -8.50 eV
electronic energy: -41648.128 eV
relative energy (zero: lowest compared OMol25 entry of this formula, charge and spin): 34.9 kJ/mol
spin multiplicity: 1
maximum force: 0.54 eV/A
SMILES: CN1CCOCCOCCN(C)C(=O)N2CCOCCOCCN(CCOCC2)C1=O
net charge: 0
LUMO energy: 0.75 eV